Below is the molecule C6H9N, with properties calculated with wB97M-V/def2-TZVPD.

Bonds (Å) are listed after each position.
Element x y z (Å)
1 C 2.892 -0.386 0.245  C2 1.205, H8 1.068
2 C 1.822 -0.422 -0.309  C1 1.205, C3 1.471
3 C 0.476 -0.454 -0.900  C2 1.471, C4 1.527, H9 1.099, H10 1.095
4 C -0.542 0.010 0.140  C3 1.527, C5 1.528, C6 1.487, N7 1.462
5 C -0.535 1.518 0.389  C4 1.528, H11 1.097, H12 1.095, H13 1.100
6 C -0.914 -0.990 1.176  C4 1.487, N7 1.462, H14 1.089, H15 1.086
7 N -1.849 -0.644 0.107  C4 1.462, C6 1.462, H16 1.018
8 H 3.840 -0.366 0.736  C1 1.068
9 H 0.457 0.174 -1.802  C3 1.099
10 H 0.230 -1.473 -1.214  C3 1.095
11 H 0.347 1.996 -0.056  C5 1.097
12 H -0.556 1.789 1.449  C5 1.095
13 H -1.412 1.972 -0.096  C5 1.100
14 H -0.564 -2.018 1.103  C6 1.089
15 H -1.068 -0.658 2.199  C6 1.086
16 H -2.571 -0.010 0.444  N7 1.018

E_LUMO = 1.02 eV
charge = 0
ΔE to the lowest compared entry with this formula, charge and spin = 3.0217 eV